{"formula": "ClFO4Sr", "method": "ωB97M-V with the def2-TZVPD basis set", "elements": ["Sr", "F", "Cl", "O", "O", "O", "O"], "positions_angstrom": [[16.002, 19.488, 4.709], [20.305, 17.658, 3.122], [17.873, 17.002, 4.783], [17.281, 18.221, 4.276], [18.999, 16.572, 3.801], [18.349, 17.465, 6.073], [17.014, 15.851, 4.850]], "mulliken_charge": [1.592, -0.695, 1.548, -0.947, -0.377, -0.587, -0.535], "homo_ev": -5.5, "energy_ha": -891.18612}


{"formula": "ClH12NO4Zn", "method": "ωB97M-V with the def2-TZVPD basis set", "elements": ["Zn", "N", "H", "H", "H", "H", "Cl", "O", "H", "H", "O", "H", "H", "O", "H", "H", "O", "H", "H"], "positions_angstrom": [[3.091, 0.696, 1.838], [-0.050, -3.702, 2.864], [0.494, -4.217, 2.186], [-0.127, -2.780, 2.458], [0.484, -3.566, 3.711], [-0.955, -4.126, 3.009], [0.141, 0.103, 0.237], [-2.651, 2.676, 1.881], [-2.746, 3.424, 1.292], [-1.902, 2.190, 1.535], [1.183, 1.998, -3.701], [1.021, 1.345, -3.020], [0.315, 2.204, -4.048], [3.177, 2.796, -0.232], [3.552, 3.671, -0.134], [2.646, 2.850, -1.027], [-2.493, -1.891, -3.333], [-3.334, -1.914, -2.875], [-1.846, -1.758, -2.640]], "mulliken_charge": [1.146, -0.480, 0.391, 0.310, 0.391, 0.387, -0.243, -0.606, 0.339, 0.283, -0.614, 0.287, 0.337, -0.595, 0.337, 0.333, -0.597, 0.330, 0.267], "homo_ev": -15.6, "charge": 2, "energy_ha": -2601.61738}


{"formula": "ClH12O6", "method": "ωB97M-V with the def2-TZVPD basis set", "elements": ["Cl", "O", "H", "H", "O", "H", "H", "O", "H", "H", "O", "H", "H", "O", "H", "H", "O", "H", "H"], "positions_angstrom": [[-0.020, -0.202, 0.136], [-2.787, 0.697, -1.573], [-2.712, 0.090, -2.315], [-2.032, 0.457, -1.007], [-0.667, 2.503, 1.973], [0.185, 2.486, 2.423], [-0.728, 1.604, 1.603], [1.826, -1.602, -2.173], [1.251, -1.098, -1.567], [1.288, -1.719, -2.962], [-0.748, -3.035, 1.707], [0.214, -3.046, 1.684], [-0.942, -2.122, 1.438], [1.554, 0.089, 2.882], [1.047, 0.040, 2.046], [2.449, -0.137, 2.613], [0.285, 1.609, -2.701], [0.295, 0.947, -1.989], [0.242, 2.439, -2.216]], "mulliken_charge": [-0.830, -0.607, 0.302, 0.306, -0.649, 0.324, 0.327, -0.627, 0.274, 0.310, -0.630, 0.301, 0.354, -0.616, 0.246, 0.303, -0.630, 0.229, 0.314], "homo_ev": -6.6, "charge": -1, "energy_ha": -918.96213}


Frontier orbital gap list, top to bottom, in eV: 2.82, 2.69, 10.16
Energy relative to the best compared isomer or geometry (same formula, charge and spin) list, top to bottom, in kJ/mol: 730.5, 138.9, 10.0